# C96H80N16O32

A 16-piece molecular cluster, C96H80N16O32 overall in a non-equilibrium geometry (the ωB97M-V functional and the def2-TZVPD basis, the OMol25 dataset).

Summary:
Energy above the lowest of the compared OMol25 structures with the same formula, charge and spin ... 335.6 kJ/mol
Gap between HOMO and LUMO ... 7.916 eV
Lowest unoccupied orbital energy ... -1.57 eV

The geometry in XYZ format:
```
224
C96H80N16O32 the ωB97M-V functional and the def2-TZVPD basis
C 3.311 -5.903 -3.249
H -2.044 0.931 0.008
O 2.827 -5.642 1.855
O -4.206 -3.592 -4.897
H 7.005 4.823 5.077
C -5.353 -0.979 -6.690
H 4.185 4.590 -1.420
H -4.954 -6.048 -4.940
O 4.117 2.372 9.024
C 1.881 2.842 4.588
C 1.393 1.758 6.780
H -0.618 -2.337 -2.290
N 3.464 -4.632 2.224
C -0.608 -1.820 -5.320
H 6.642 4.863 0.136
C 4.605 -7.797 -4.841
C -2.484 6.751 5.394
O 1.422 10.005 4.404
C -4.130 -0.410 1.006
N 3.008 2.003 8.615
O -3.293 -3.012 -3.006
H -1.769 -4.062 0.763
C -5.482 5.384 -1.383
H -3.340 7.056 4.809
C -6.108 0.553 -0.733
C 3.312 6.494 -1.029
C 0.597 -1.785 -0.696
C 7.483 6.034 3.250
C 4.357 -5.483 -4.074
H -2.339 -7.414 -4.810
N -3.873 -3.843 -3.714
C 1.002 2.100 5.442
C 3.612 -0.431 -1.350
O -3.370 4.093 2.664
C 2.078 4.413 -1.070
C 3.374 0.726 -0.608
H 4.655 -4.451 -4.186
H 1.923 4.537 2.110
H -3.660 -6.892 -0.264
O -0.263 8.492 -0.710
O -1.072 -4.940 -4.596
H 2.114 8.252 -0.857
N -0.418 7.290 -0.848
C -1.589 -8.989 -5.963
H -2.315 3.864 0.292
C -6.460 -0.250 -4.677
O -2.492 -0.013 2.666
C -4.749 -6.154 -3.885
O 0.448 4.572 8.614
C -6.328 -1.975 -6.862
C 6.717 4.884 1.213
C -1.673 -0.994 -4.887
C -3.985 -6.672 -1.270
H 5.946 3.034 3.920
N 0.214 1.972 -3.467
H 3.499 5.877 3.271
C -1.099 -6.069 0.427
C 0.648 -8.704 -6.920
H -2.626 3.692 -2.143
C 2.856 -7.224 -3.251
O -0.213 -8.248 -1.104
H -0.690 -8.446 2.818
H 2.029 0.120 -4.316
H 0.980 -0.281 4.387
H 0.754 -4.198 2.650
H -0.978 -5.965 -0.641
H -5.782 2.467 0.041
H -1.712 -4.351 3.238
H -6.230 5.907 -1.961
C -4.467 4.807 -2.167
H -2.260 4.681 4.775
H -4.490 -8.735 -1.731
N -0.099 5.702 8.697
C 5.019 -6.458 -4.873
C 0.896 6.507 -0.823
C -0.534 -1.699 -1.423
H -4.041 1.732 1.539
O -0.280 -9.529 0.604
O 2.886 -3.732 -2.429
H -4.683 0.660 -5.418
H -5.428 -8.139 -3.977
H -5.923 5.993 0.703
H -6.309 -1.537 -1.353
H 2.665 1.462 -0.956
O 6.646 -2.030 1.942
H -0.707 -2.788 -5.788
C 3.270 5.100 -1.156
C -7.379 -2.086 -5.895
C -5.299 5.472 -0.007
C -1.421 0.289 -4.278
H -6.874 0.977 -1.366
O -1.508 6.660 -0.917
O 4.688 -4.600 2.299
O 2.301 1.379 9.477
C 2.135 7.487 3.536
H 3.688 4.030 4.538
H 5.803 2.934 1.561
H -0.789 4.117 6.691
O -0.006 6.508 9.636
C -0.835 -7.329 0.977
H 5.751 -6.074 -5.568
C -1.522 -7.678 -5.465
N -0.384 -8.414 0.110
C 4.562 -1.322 -0.912
H 4.252 7.024 -1.022
C 1.016 -0.218 -4.480
C 3.111 3.342 5.139
C 6.353 3.862 3.357
H -8.235 -2.682 -6.173
H 1.875 -0.961 0.778
H 5.138 -8.569 -5.375
C -1.175 -6.365 3.151
C -2.139 7.754 6.284
H 1.269 -2.572 -1.005
O 1.826 -5.367 -1.544
H -2.376 -0.759 -1.721
C 5.027 0.013 1.067
C 2.474 6.195 3.153
C -5.383 -0.156 -5.527
C 0.833 7.953 3.531
N -3.167 -0.840 1.987
H 1.524 -2.017 -5.577
C -0.859 6.045 7.492
H -2.648 -1.395 -5.120
C 3.549 -8.189 -3.985
C -0.162 7.115 2.925
C -1.285 7.363 7.322
H -2.572 8.743 6.232
H 1.757 -7.127 -6.503
H 4.045 1.818 1.225
C 0.147 5.817 2.560
O 0.911 -5.035 -5.239
C 0.769 -7.513 -6.298
C -1.959 5.459 5.461
N -6.338 -2.905 -8.033
C -1.493 -0.781 -1.101
H 3.480 -0.345 4.031
C 1.395 -3.389 2.966
H -4.826 -2.380 0.460
H -4.561 4.801 -3.243
H -4.564 -0.980 -7.427
C 2.844 -1.188 3.804
C -0.027 0.106 0.531
O 1.361 1.104 2.221
N 8.186 7.099 3.966
C 7.384 5.984 1.846
H 0.052 1.831 5.005
C -4.206 -5.129 -3.087
C -5.772 -0.841 -0.725
N 2.623 -4.947 -2.350
C -0.298 -6.966 -5.600
N 0.529 9.304 4.057
H -0.338 -2.212 3.617
O 1.425 2.274 -3.370
H 2.880 8.120 3.996
O 8.490 8.073 3.312
H 0.794 1.199 7.483
N -0.150 -5.588 -5.049
C 0.722 -1.427 -5.159
H -0.040 4.578 -1.084
H 2.087 3.334 -1.033
O -0.664 2.634 -2.911
C 6.957 4.915 4.002
C -3.830 -5.390 -1.766
C 0.963 -0.835 0.214
H -3.519 -4.554 -1.157
C -1.267 0.188 -0.092
H -2.412 -9.688 -5.936
C -3.345 4.249 -1.560
H 5.581 0.202 1.974
C 3.492 -2.284 3.195
H 1.505 -9.159 -7.394
H 4.337 3.453 6.868
C -4.454 0.973 0.891
H 4.562 -2.345 3.061
C -3.170 4.334 -0.172
O -0.656 9.740 4.059
H -6.488 0.454 -3.859
C -5.004 -7.393 -3.321
C -5.460 1.437 0.078
N 6.250 -2.087 0.788
H 7.688 6.811 1.222
C 6.232 3.835 1.972
H -1.169 -6.480 4.225
N -4.115 4.891 2.090
C -1.504 -5.012 1.202
C -0.549 -9.447 -6.719
C 5.250 -1.165 0.335
C -7.480 -1.177 -4.872
C 2.766 -3.378 2.779
C 4.088 0.922 0.624
H 4.664 -2.234 -1.481
C 1.501 5.410 2.586
H -0.720 -10.462 -7.047
H -8.372 -1.218 -4.263
H -1.145 7.513 2.724
C -4.171 4.910 0.606
C 0.738 -2.241 3.524
H 2.092 -7.627 -2.603
C 2.623 2.265 7.240
C -0.059 0.682 -4.105
C 1.452 -1.160 3.973
O -0.488 2.111 1.622
O 8.513 6.954 5.131
H 2.999 -0.486 -2.237
C -4.443 -7.718 -2.092
H 1.582 3.047 3.571
O -5.397 -2.831 -8.852
C -1.527 -5.184 2.577
N 0.296 1.153 1.545
C -1.150 5.119 6.510
C 2.079 7.174 -0.913
H -2.242 0.939 -4.012
O -2.990 -2.042 2.057
O -4.741 5.718 2.754
C 0.904 5.093 -0.988
C -0.853 -7.477 2.370
H 3.132 -9.185 -4.006
C -4.916 -1.324 0.250
O -7.378 -3.518 -8.294
O 6.763 -2.877 0.006
H -0.980 8.070 8.079
H -0.573 5.181 2.066
C 3.448 3.040 6.415
```